1.
{"formula": "C4H9N4", "method": "ωB97M-V with the def2-TZVPD basis set", "e_homo_ev": -13.730, "smiles": "CN1CCN=NC1=[NH2+]", "max_force_ev_per_a": 4.53, "de_lowest_kcal_mol": 59.8, "total_charge": 1, "species": ["C", "N", "C", "C", "N", "N", "C", "N", "H", "H", "H", "H", "H", "H", "H", "H", "H"], "positions_angstrom": [[-2.029, 0.039, -0.177], [-0.540, 0.097, -0.063], [0.054, -1.198, -0.415], [1.540, -1.409, 0.024], [2.330, -0.223, 0.046], [1.797, 0.871, 0.021], [0.254, 1.119, 0.216], [0.100, 2.383, 0.450], [-2.141, -0.807, -0.859], [-2.274, -0.426, 0.823], [-2.407, 0.992, -0.550], [-0.110, -1.295, -1.483], [-0.591, -1.994, 0.092], [1.668, -1.730, 1.164], [2.105, -2.055, -0.592], [1.017, 2.870, 0.398], [-0.772, 2.767, 0.905]], "forces_ev_per_angstrom": [[1.73, -1.27, 1.33], [0.68, 1.64, 0.53], [0.21, -1.55, 1.15], [-1.49, 0.23, 3.14], [-0.43, 1.33, -0.88], [-0.59, 1.50, 0.86], [1.52, -3.76, -2.01], [-1.12, 0.98, 1.08], [-0.64, 0.59, -0.38], [-0.88, 1.30, -0.94], [-0.44, -0.33, 0.50], [0.37, -0.23, -0.25], [0.95, 0.97, -0.65], [-0.57, 0.05, -2.35], [0.14, -1.17, -0.57], [-1.07, 0.01, 0.44], [1.63, -0.30, -0.99]]}

---

2.
{"formula": "C36H33Cl3CoN6O2S3", "method": "ωB97M-V with the def2-TZVPD basis set", "s_squared": 6.02, "spin_multiplicity": 5, "e_homo_ev": [-14.964, -14.958], "max_force_ev_per_a": 1.88, "de_lowest_kcal_mol": 0.0, "total_charge": 3, "species": ["Co", "C", "C", "N", "N", "C", "N", "S", "C", "C", "C", "C", "C", "N", "H", "H", "H", "H", "H", "H", "H", "H", "H", "H", "Cl", "C", "C", "C", "C", "C", "C", "N", "C", "C", "N", "C", "O", "C", "C", "C", "Cl", "S", "C", "C", "C", "Cl", "C", "H", "H", "H", "H", "H", "H", "H", "H", "H", "H", "H", "H", "H", "O", "S", "C", "C", "C", "C", "C", "C", "C", "C", "C", "C", "C", "C", "H", "H", "H", "H", "H", "H", "H", "H", "H", "H"], "positions_angstrom": [[1.193, -1.820, 1.226], [3.510, -1.815, 5.010], [2.949, -1.885, 3.633], [1.708, -2.020, 3.317], [0.702, -2.129, 4.203], [-0.531, -2.483, 3.774], [-1.511, -2.614, 4.660], [-0.833, -2.728, 2.131], [3.853, -1.865, 2.475], [5.228, -1.680, 2.597], [6.028, -1.774, 1.468], [5.438, -2.061, 0.248], [4.055, -2.187, 0.197], [3.281, -2.083, 1.271], [2.773, -1.973, 5.791], [3.978, -0.849, 5.193], [4.280, -2.575, 5.136], [0.884, -2.002, 5.198], [-1.368, -2.579, 5.659], [-2.417, -2.921, 4.341], [5.676, -1.481, 3.557], [7.095, -1.639, 1.549], [6.036, -2.200, -0.640], [3.554, -2.391, -0.739], [-4.477, 1.429, -8.450], [-3.965, 0.672, -7.009], [-4.298, -0.665, -6.760], [-3.881, -1.266, -5.591], [-3.130, -0.571, -4.646], [-2.690, -1.266, -3.379], [-1.437, -2.162, -3.647], [-0.421, -1.928, -2.659], [0.532, -0.961, -2.756], [1.211, -0.961, -1.577], [0.672, -1.912, -0.755], [-0.311, -2.474, -1.439], [-3.744, -2.064, -2.879], [-4.005, -1.927, -1.498], [-4.472, -0.546, -1.132], [-5.581, 0.051, -1.720], [-6.573, -0.638, -2.897], [-5.876, 1.647, -1.098], [-4.520, 1.510, -0.074], [-3.867, 0.307, -0.200], [-2.804, 0.766, -4.911], [-1.875, 1.678, -3.779], [-3.211, 1.386, -6.077], [-4.877, -1.217, -7.483], [-4.137, -2.294, -5.385], [-2.409, -0.503, -2.643], [-1.023, -1.951, -4.633], [-1.762, -3.203, -3.622], [0.664, -0.367, -3.635], [2.032, -0.345, -1.265], [-0.926, -3.278, -1.084], [-3.125, -2.188, -0.895], [-4.796, -2.656, -1.298], [-4.266, 2.320, 0.583], [-2.990, 0.046, 0.366], [-2.955, 2.415, -6.273], [1.043, 0.173, 1.452], [2.131, 1.228, 1.639], [1.572, 2.202, 3.059], [2.566, 2.636, 3.924], [2.220, 3.391, 5.032], [0.890, 3.707, 5.261], [-0.096, 3.272, 4.388], [0.241, 2.507, 3.282], [1.825, 2.382, 0.285], [0.546, 2.577, -0.205], [0.354, 3.497, -1.221], [1.438, 4.184, -1.750], [2.718, 3.964, -1.262], [2.917, 3.060, -0.233], [3.598, 2.398, 3.719], [2.985, 3.731, 5.712], [0.618, 4.292, 6.126], [-1.129, 3.531, 4.565], [-0.522, 2.153, 2.607], [-0.279, 2.014, 0.205], [-0.643, 3.686, -1.591], [1.282, 4.894, -2.546], [3.557, 4.501, -1.677], [3.900, 2.889, 0.175]], "forces_ev_per_angstrom": [[-0.04, -0.34, 0.23], [-0.01, -0.05, 0.15], [-0.98, -0.12, 0.47], [0.79, 0.19, -0.52], [-0.16, 0.03, 1.19], [-0.01, 0.15, -0.32], [0.20, -0.03, 0.27], [-0.24, -0.16, -0.34], [0.73, 0.06, -0.61], [-0.51, -0.09, 0.05], [-0.20, -0.07, -0.23], [0.06, 0.01, 0.26], [0.22, -0.05, -0.17], [-0.10, 0.12, 0.17], [-0.05, -0.02, 0.03], [0.02, 0.11, -0.04], [0.04, -0.06, 0.00], [-0.04, -0.05, -0.27], [0.06, 0.03, -0.03], [0.09, 0.01, -0.04], [0.01, 0.00, 0.11], [0.13, -0.01, -0.01], [-0.04, 0.06, -0.08], [-0.04, -0.01, -0.04], [-0.05, 0.11, -0.16], [0.18, -0.45, 0.60], [0.04, 0.40, -0.18], [0.17, 0.20, 0.17], [-0.12, 0.33, 0.15], [0.71, 0.23, -0.49], [-0.91, 0.10, -0.26], [0.43, -0.13, 0.42], [0.55, 0.32, 0.14], [-0.09, 0.15, -0.38], [-0.08, -0.05, 0.09], [0.06, -0.15, 0.23], [-0.41, -0.06, 0.31], [0.16, -0.40, -0.17], [1.50, -0.31, 0.91], [-1.51, 0.54, -0.99], [0.62, 0.52, 0.83], [-0.24, 0.17, -0.16], [-0.81, 0.46, -0.37], [0.03, -1.44, -0.68], [-0.45, -0.84, -0.30], [0.33, 0.35, 0.38], [-0.24, -0.06, -0.34], [-0.05, -0.02, -0.09], [-0.09, -0.14, -0.06], [0.02, -0.13, -0.08], [0.04, -0.04, 0.14], [0.12, 0.01, -0.01], [-0.02, 0.13, -0.26], [0.11, 0.16, -0.04], [-0.14, -0.18, 0.00], [-0.17, 0.07, 0.03], [0.06, 0.09, 0.18], [0.06, 0.24, 0.16], [0.15, -0.08, 0.09], [0.04, 0.11, 0.00], [-0.19, -0.17, -0.07], [-0.51, 1.01, 0.15], [0.49, -0.28, -0.33], [-0.01, -0.05, -0.11], [-0.07, 0.03, 0.02], [0.12, 0.01, 0.09], [-0.03, -0.16, -0.20], [-0.11, 0.00, -0.02], [0.31, -0.30, 0.35], [-0.12, -0.03, 0.06], [-0.01, -0.11, 0.07], [0.09, 0.03, -0.02], [-0.07, 0.08, -0.07], [-0.06, -0.09, 0.16], [0.20, -0.04, 0.03], [0.08, 0.06, 0.07], [-0.01, 0.08, 0.06], [-0.06, 0.01, 0.04], [-0.09, -0.05, -0.10], [-0.09, -0.06, 0.03], [-0.05, 0.01, -0.08], [0.00, 0.09, -0.08], [0.07, 0.05, -0.04], [0.21, 0.00, 0.00]]}

---

3.
{"formula": "C2H6N4", "method": "ωB97M-V with the def2-TZVPD basis set", "e_homo_ev": [-8.668, -8.863], "max_force_ev_per_a": 4.41, "de_lowest_kcal_mol": 194.6, "species": ["C", "C", "N", "N", "N", "N", "H", "H", "H", "H", "H", "H"], "positions_angstrom": [[-0.544, -0.189, 0.929], [0.359, 0.860, 1.224], [0.875, -1.105, -0.818], [-0.563, -1.026, -0.344], [-0.146, -0.302, -1.392], [0.156, 1.017, -1.546], [-0.300, -0.962, 1.629], [-1.568, -0.096, 1.127], [0.129, 1.922, 1.365], [1.345, 0.574, 0.989], [0.959, -2.000, -1.293], [-0.700, 1.308, -1.869]], "forces_ev_per_angstrom": [[-0.90, -2.05, 0.74], [0.04, 1.68, -1.52], [-0.56, 0.12, 0.91], [0.55, 0.21, 2.05], [2.36, 1.14, -3.55], [1.77, -2.75, 1.51], [0.40, -0.97, 0.56], [-1.63, 1.04, 0.17], [-0.12, -0.62, 0.04], [1.33, 0.16, 0.17], [-0.37, 0.12, -0.46], [-2.85, 1.92, -0.60]]}

---

4.
{"formula": "C17H24N2O7", "method": "ωB97M-V with the def2-TZVPD basis set", "e_homo_ev": -8.341, "smiles": "COC(=O)/C=C/c1ccc(O)c(OC)c1.CNC(=O)[C@H](CO)NC(C)=O", "max_force_ev_per_a": 3.62, "de_lowest_kcal_mol": 60.9, "species": ["C", "O", "C", "O", "C", "C", "C", "C", "C", "C", "O", "C", "O", "C", "C", "H", "H", "H", "H", "H", "H", "H", "H", "H", "H", "H", "H", "C", "N", "C", "O", "C", "C", "O", "N", "C", "C", "O", "H", "H", "H", "H", "H", "H", "H", "H", "H", "H", "H", "H"], "positions_angstrom": [[-3.096, 1.151, -0.746], [-2.041, 1.827, -1.449], [-0.780, 1.522, -1.036], [-0.496, 0.737, -0.139], [0.344, 2.167, -1.703], [0.189, 3.040, -2.764], [1.282, 3.725, -3.472], [0.944, 4.639, -4.482], [1.936, 5.322, -5.192], [3.281, 5.100, -4.905], [4.244, 5.755, -5.623], [3.643, 4.199, -3.892], [4.965, 3.984, -3.600], [5.486, 4.931, -2.656], [2.646, 3.511, -3.189], [-2.994, 0.064, -0.842], [-3.085, 1.412, 0.317], [-4.064, 1.442, -1.162], [1.325, 1.921, -1.319], [-0.822, 3.246, -3.104], [-0.098, 4.825, -4.726], [1.672, 6.022, -5.978], [5.103, 5.348, -5.419], [4.929, 4.883, -1.714], [6.536, 4.705, -2.448], [5.422, 5.951, -3.048], [2.961, 2.810, -2.424], [-0.656, -5.968, 3.102], [-0.934, -5.356, 1.808], [-1.564, -4.216, 1.503], [-1.693, -3.951, 0.317], [-2.176, -3.253, 2.542], [-1.149, -2.430, 3.333], [-0.528, -1.451, 2.529], [-3.275, -3.823, 3.352], [-3.320, -4.429, 4.540], [-2.277, -4.199, 5.618], [-4.271, -5.149, 4.796], [-0.019, -5.319, 3.703], [-1.586, -6.194, 3.624], [-0.126, -6.910, 2.947], [-0.626, -5.866, 0.993], [-2.681, -2.503, 1.931], [-1.655, -1.907, 4.144], [-0.385, -3.084, 3.752], [-0.265, -1.808, 1.673], [-4.124, -3.979, 2.830], [-2.539, -4.810, 6.482], [-2.295, -3.153, 5.918], [-1.287, -4.478, 5.281]], "forces_ev_per_angstrom": [[-0.12, -0.37, 0.38], [0.60, -0.13, 0.19], [0.56, -1.13, 1.23], [-1.30, 0.50, -0.64], [-0.54, 2.30, -2.74], [0.59, -1.43, 1.79], [-0.01, 0.08, -0.18], [0.69, 0.12, -0.06], [-0.18, -0.22, 0.23], [0.23, -0.05, -0.08], [-0.03, -0.23, 0.20], [-1.30, -0.32, 0.48], [0.49, 0.19, -0.05], [0.03, 0.18, 0.22], [0.11, 0.53, -0.51], [0.12, 0.21, 0.03], [0.14, -0.05, -0.20], [0.45, 0.21, -0.20], [-0.20, -0.10, 0.11], [0.12, 0.01, 0.02], [0.12, -0.07, 0.08], [0.09, -0.09, 0.08], [-0.31, 0.08, 0.00], [-0.01, -0.03, -0.12], [-0.24, -0.19, -0.25], [-0.06, -0.06, 0.00], [-0.01, 0.04, -0.04], [-0.22, 0.23, -0.19], [0.68, -1.03, 0.87], [-0.60, 0.19, -0.62], [-0.11, 0.68, -0.17], [-0.58, 0.41, 0.53], [0.29, -0.36, -0.31], [-0.19, 0.11, 0.09], [0.90, 0.79, -1.59], [-0.17, -1.01, 1.58], [-0.17, 0.06, -0.18], [-0.37, -0.10, 0.11], [-0.02, -0.10, 0.14], [0.10, -0.01, 0.14], [-0.07, 0.18, -0.07], [-0.11, 0.18, 0.00], [0.13, -0.13, -0.21], [0.04, 0.00, -0.09], [0.10, -0.09, 0.29], [-0.05, -0.02, -0.03], [0.03, -0.18, -0.08], [-0.07, 0.02, -0.21], [0.19, 0.06, 0.00], [0.24, 0.16, 0.02]]}

---

5.
{"formula": "C6H16NSi", "method": "ωB97M-V with the def2-TZVPD basis set", "e_homo_ev": -14.019, "max_force_ev_per_a": 6.14, "de_lowest_kcal_mol": 44.4, "total_charge": 1, "species": ["C", "C", "C", "C", "C", "C", "N", "Si", "H", "H", "H", "H", "H", "H", "H", "H", "H", "H", "H", "H", "H", "H", "H", "H"], "positions_angstrom": [[-2.124, -1.364, 0.149], [-0.772, -0.893, 0.911], [-2.635, 0.027, -0.232], [-0.330, 0.398, 0.460], [1.876, -0.601, -1.622], [2.690, 0.919, 1.217], [-1.424, 0.812, -0.535], [1.498, 0.712, -0.256], [-1.856, -2.063, -0.643], [-2.714, -1.930, 0.895], [-1.002, -0.948, 1.927], [0.033, -1.565, 0.736], [-3.352, -0.211, -0.963], [-3.156, 0.415, 0.634], [-0.337, 1.437, 1.802], [2.424, -1.418, -1.215], [0.987, -0.835, -2.180], [2.596, -0.172, -2.229], [2.938, 0.010, 1.740], [3.565, 1.333, 0.829], [2.235, 1.584, 1.902], [-1.026, 0.502, -1.431], [-1.719, 1.772, -0.833], [1.607, 2.077, -1.063]], "forces_ev_per_angstrom": [[2.41, 0.52, 1.85], [-1.18, -2.76, -0.73], [-0.44, -2.47, 1.46], [0.98, 5.65, 2.20], [-1.01, 0.88, 2.39], [-1.73, -1.46, -1.01], [-0.78, 0.70, -1.99], [0.51, 0.70, -0.49], [-0.29, 0.42, -0.40], [-0.03, 0.61, -0.62], [-0.12, 0.16, 1.64], [0.55, -1.09, -0.07], [-0.66, 1.07, -1.77], [0.19, 0.60, 0.05], [-0.23, -2.38, -3.64], [-0.25, -1.24, 0.42], [-0.17, -0.52, -0.33], [1.16, 1.25, -1.61], [0.03, -0.44, 0.13], [1.54, 0.79, -0.54], [-0.38, 0.85, 0.75], [-0.29, -0.38, 0.01], [0.86, -0.31, 1.38], [-0.71, -1.15, 0.92]]}

---

6.
{"formula": "C33H35CdGeN4S", "method": "ωB97M-V with the def2-TZVPD basis set", "e_homo_ev": -4.442, "max_force_ev_per_a": 3.81, "de_lowest_kcal_mol": 0.0, "total_charge": -1, "species": ["Cd", "C", "C", "C", "C", "C", "C", "C", "C", "S", "C", "N", "C", "C", "C", "C", "C", "C", "C", "C", "H", "H", "H", "H", "H", "H", "H", "H", "H", "H", "H", "H", "H", "H", "H", "H", "N", "C", "C", "C", "C", "C", "C", "N", "C", "C", "C", "C", "N", "C", "C", "H", "H", "H", "H", "H", "H", "H", "H", "H", "C", "Ge", "C", "C", "C", "H", "H", "H", "H", "H", "H", "H", "H", "H", "H"], "positions_angstrom": [[1.530, 0.327, -1.852], [-2.295, 2.596, 4.642], [-0.971, 2.778, 3.965], [-0.467, 4.221, 4.268], [0.196, 1.879, 4.345], [-1.223, 2.504, 2.472], [-1.645, 1.138, 2.270], [-1.817, 0.515, 1.061], [-1.507, 1.355, -0.008], [-1.452, 0.893, -1.606], [-0.816, 2.442, -2.048], [-0.730, 3.298, -1.051], [-1.162, 2.710, 0.080], [-1.126, 3.294, 1.368], [-0.075, 2.526, -3.327], [-0.447, 3.475, -4.246], [0.387, 3.687, -5.398], [1.483, 2.878, -5.605], [1.806, 1.809, -4.700], [1.048, 1.684, -3.524], [-2.257, 3.046, 5.652], [-2.558, 1.564, 4.804], [-2.993, 3.124, 4.037], [-0.236, 4.193, 5.337], [-1.285, 4.934, 4.170], [0.369, 4.605, 3.605], [0.362, 1.694, 5.426], [1.063, 2.422, 3.852], [0.075, 0.905, 3.976], [-1.775, 0.482, 3.112], [-2.096, -0.486, 0.867], [-0.867, 4.301, 1.484], [-1.324, 4.080, -4.059], [0.174, 4.454, -6.155], [2.153, 3.131, -6.384], [2.781, 1.349, -4.809], [-0.722, -3.174, -0.814], [-1.399, -2.915, 0.320], [-0.915, -2.820, 1.658], [-1.832, -2.547, 2.609], [-3.209, -2.320, 2.252], [-3.683, -2.443, 0.957], [-2.764, -2.710, -0.002], [-2.944, -2.850, -1.365], [-1.712, -3.119, -1.767], [-1.373, -3.283, -3.205], [-0.339, -4.137, -3.554], [0.057, -4.145, -4.861], [-0.480, -3.345, -5.818], [-1.525, -2.620, -5.463], [-2.106, -2.618, -4.186], [1.026, 0.004, 0.764], [0.127, -2.898, 1.825], [-1.420, -2.266, 3.635], [-3.943, -1.822, 2.962], [-4.669, -2.120, 0.754], [0.310, -4.591, -2.810], [1.002, -4.674, -5.178], [-1.771, -1.887, -6.228], [-2.975, -1.963, -3.973], [2.881, -2.312, 2.270], [3.445, -1.099, 0.834], [4.652, 0.019, 1.813], [4.349, -2.256, -0.475], [1.740, -0.555, 0.017], [2.759, -3.289, 1.799], [1.910, -1.976, 2.606], [3.572, -2.291, 3.070], [5.321, -0.677, 2.409], [4.191, 0.726, 2.457], [5.353, 0.509, 1.084], [5.010, -2.794, 0.172], [4.850, -1.821, -1.381], [3.593, -2.953, -0.969], [1.331, -1.775, -0.241]], "forces_ev_per_angstrom": [[-0.35, 0.84, -0.57], [0.58, 0.16, 1.87], [0.99, 1.46, -1.29], [-0.35, 0.05, -0.61], [1.01, 1.23, 0.55], [-0.90, -2.26, 0.17], [0.14, -0.51, 0.02], [0.49, 2.39, 0.14], [-0.47, 0.36, 0.29], [0.05, -0.70, -1.76], [0.67, -0.02, 0.75], [0.02, -0.05, -2.04], [-0.44, -0.62, 2.03], [0.58, -0.57, 0.04], [0.01, 0.10, -0.22], [1.12, 0.59, -1.66], [-1.06, -0.24, 0.62], [-0.12, -1.07, 1.60], [-0.72, 2.32, 0.23], [0.62, -0.97, -0.01], [-0.14, -0.05, -0.32], [-0.31, -0.39, -0.28], [-1.05, 0.21, -0.17], [0.52, 0.35, -0.22], [-0.15, 0.13, -0.13], [-0.73, -0.75, 0.97], [-0.06, 0.82, -0.31], [-0.51, -1.26, 0.83], [0.08, -1.32, -0.92], [-0.06, 0.04, 0.44], [-0.23, -0.86, 0.32], [0.44, 1.46, -0.07], [0.03, 0.12, -0.09], [-0.10, -0.22, 0.59], [0.53, -0.04, -0.89], [-0.29, -0.45, -0.10], [-0.21, -0.20, -1.34], [0.25, -0.15, 0.63], [-0.63, -0.28, -2.22], [-0.87, 1.48, 1.96], [-0.62, 0.87, 1.38], [0.33, 0.73, 2.08], [0.50, -0.87, -1.78], [0.08, 0.25, 0.57], [1.10, 0.06, 0.06], [-1.41, -0.20, 1.24], [0.94, 0.44, -0.05], [1.24, 0.25, -1.63], [0.69, -1.03, 0.61], [-0.13, 0.45, 0.07], [0.49, 0.61, -0.53], [1.14, -1.35, -1.35], [0.80, -0.16, 0.34], [-1.00, -0.63, -1.18], [1.17, -1.02, -0.44], [-1.00, -0.03, -0.38], [-0.51, -0.10, 0.08], [-1.26, 0.31, 0.35], [-0.72, -0.15, 0.10], [0.81, -0.61, 0.10], [-0.65, -0.04, -1.36], [-1.62, -0.64, -0.42], [2.69, -0.40, -1.03], [-1.05, 0.08, -1.74], [-1.16, -2.44, 0.68], [0.04, -0.20, 0.43], [-0.25, 0.05, 0.23], [0.74, -0.34, 0.89], [-0.87, 0.76, -0.49], [-0.36, 0.65, 0.52], [-0.62, 0.02, 0.80], [0.76, -0.72, -0.15], [-0.04, -0.05, 1.18], [0.77, 0.66, 1.08], [0.63, 3.63, 0.96]]}